Entry 1:
Molecular formula: C3H12NO
Method: DFT, ωB97M-V/def2-TZVPD

```
! wB97M-V def2-TZVPD RIJCOSX def2/J DEFGRID3
* xyz 1 1
C 0.259 -0.280 1.830
C -0.013 0.726 0.762
N -0.338 0.003 -0.621
C -1.436 0.780 -1.330
H 1.255 -0.860 1.768
H 0.404 0.230 2.925
H -0.553 -1.045 1.945
H -0.941 1.345 1.104
H 0.854 1.281 0.501
H -0.589 -0.886 -0.480
H 0.527 -0.094 -1.218
H -1.097 1.560 -2.069
H -2.129 1.329 -0.732
H -2.310 0.126 -1.855
H 2.382 -0.996 -0.112
H 1.977 -1.774 -1.608
O 1.747 -1.445 -0.810
*
```

The value obtained for the largest force on an atom is 7.29 eV/A. The HOMO energy is -16.462 eV. As for the HOMO-LUMO gap: 13.218 eV.

Results of the Löwdin charge analysis, in e, for atoms 1 through 2: C -0.12; C -0.16


Entry 2:
Molecular formula: C3H12NO2
Method: DFT, ωB97M-V/def2-TZVPD

```
! wB97M-V def2-TZVPD RIJCOSX def2/J DEFGRID3
* xyz 1 1
C 0.394 -0.644 0.132
C 1.198 0.639 0.053
C 2.678 0.359 0.250
O 0.862 1.093 -1.277
N -1.042 -0.408 -0.245
H 0.765 -1.398 -0.570
H 0.459 -1.102 1.112
H 0.757 1.376 0.733
H 2.820 -0.630 0.676
H 3.096 1.029 0.999
H 3.214 0.359 -0.688
H 1.375 1.871 -1.541
H -1.038 -0.247 -1.253
H -1.402 0.434 0.225
H -1.649 -1.195 -0.007
H -4.223 -0.941 1.111
H -4.446 0.045 0.005
O -3.820 -0.639 0.285
*
```

The value obtained for the largest force on an atom is 1.53 eV/A. The HOMO energy is -14.870 eV. As for the HOMO-LUMO gap: 11.687 eV.

Results of the Löwdin charge analysis, in e, for atoms 1 through 2: C -0.11; C -0.40


Entry 3:
Molecular formula: C3H12NO2
Method: DFT, ωB97M-V/def2-TZVPD

```
! wB97M-V def2-TZVPD RIJCOSX def2/J DEFGRID3
* xyz 1 1
C -2.283 -0.924 -1.184
C -1.382 0.032 -0.483
C -1.526 1.399 -0.508
N -0.216 -0.424 0.363
H -1.654 -1.525 -1.962
H -2.802 -1.743 -0.619
H -3.132 -0.370 -1.702
H -0.707 2.031 -0.412
H -2.497 1.876 -0.747
H 0.661 -0.502 -0.179
H -0.200 -1.366 0.678
H 0.128 0.129 1.234
H 2.507 -0.157 1.499
H 2.753 -1.369 2.302
O 1.976 -0.893 1.850
H 2.938 1.000 -0.809
H 2.443 1.787 0.509
O 2.994 1.019 0.169
*
```

The value obtained for the largest force on an atom is 3.58 eV/A. The HOMO energy is -14.150 eV. As for the HOMO-LUMO gap: 10.634 eV.

Results of the Löwdin charge analysis, in e, for atoms 1 through 2: C -0.06; C -0.32